Density functional theory data (ωB97M-V with the def2-TZVPD basis set) for C42H33AsINO2PPt as an isolated structure.

Last column: Löwdin charge in e.
Positions of all 82 atoms, in Å:
Pt: -1.1517 -0.5559 0.4132  0.79
O: -0.2936 -0.8602 2.9841  0.03
C: -0.4886 -0.0002 2.1711  -0.47
C: -0.1255 1.4505 2.3998  -0.23
C: 0.6716 1.8507 3.4599  0.00
C: 1.0250 3.1899 3.5691  -0.04
C: 0.5731 4.1127 2.6303  -0.05
C: -0.2410 3.7050 1.5772  -0.06
C: -0.5830 2.3654 1.4737  -0.33
P: -1.6093 1.5752 0.2115  0.92
C: -1.3372 2.3903 -1.3682  -0.34
C: -0.4722 1.8083 -2.2904  -0.09
C: -0.1887 2.4710 -3.4767  -0.06
C: -0.7678 3.7034 -3.7422  -0.07
C: -1.6482 4.2775 -2.8302  -0.07
C: -1.9389 3.6208 -1.6447  -0.08
C: -3.3236 1.9699 0.6424  -0.35
C: -4.3306 1.4327 -0.1603  -0.10
C: -5.6605 1.6740 0.1387  -0.07
C: -5.9951 2.4487 1.2458  -0.07
C: -4.9981 2.9801 2.0474  -0.07
C: -3.6603 2.7407 1.7489  -0.07
H: 1.0167 1.1125 4.1735  0.13
H: 1.6591 3.5180 4.3817  0.11
H: 0.8593 5.1525 2.7194  0.11
H: -0.5913 4.4212 0.8437  0.11
H: -0.0492 0.8279 -2.0849  0.06
H: 0.4812 2.0195 -4.1967  0.11
H: -0.5452 4.2152 -4.6692  0.11
H: -2.1117 5.2305 -3.0475  0.11
H: -2.6391 4.0575 -0.9422  0.11
H: -4.0714 0.8272 -1.0224  0.09
H: -6.4376 1.2594 -0.4895  0.11
H: -7.0345 2.6363 1.4804  0.11
H: -5.2560 3.5828 2.9082  0.11
H: -2.8884 3.1570 2.3838  0.10
I: -2.6925 -2.3747 -1.6177  1.05
C: -3.0706 -3.0706 0.3222  -0.75
C: -3.9928 -4.0608 0.5928  -0.11
C: -4.1645 -4.4212 1.9219  -0.04
C: -3.4219 -3.7823 2.9013  -0.03
C: -2.5157 -2.8055 2.5246  -0.11
N: -2.3365 -2.4565 1.2476  -0.08
H: -4.5565 -4.5282 -0.2007  0.10
H: -4.8764 -5.1929 2.1842  0.12
H: -3.5373 -4.0358 3.9454  0.11
H: -1.8973 -2.2858 3.2423  0.10
O: 0.2390 -1.3276 -1.5392  -0.67
As: 1.8540 -1.3871 -1.1157  1.19
C: 2.0252 -2.0257 0.6698  -0.33
C: 1.1848 -3.0768 1.0312  -0.11
C: 1.2596 -3.5982 2.3135  -0.07
C: 2.1652 -3.0704 3.2254  -0.06
C: 3.0007 -2.0237 2.8610  -0.07
C: 2.9355 -1.4953 1.5789  -0.09
C: 2.7190 0.3149 -1.2534  -0.30
C: 2.4087 1.3221 -0.3411  -0.10
C: 2.9569 2.5863 -0.4953  -0.06
C: 3.8103 2.8450 -1.5603  -0.06
C: 4.1215 1.8418 -2.4673  -0.06
C: 3.5775 0.5720 -2.3178  -0.08
C: 2.7775 -2.5873 -2.2729  -0.32
C: 2.2894 -2.7746 -3.5611  -0.09
C: 2.9652 -3.6228 -4.4265  -0.07
C: 4.1141 -4.2782 -4.0004  -0.07
C: 4.5919 -4.0943 -2.7091  -0.07
C: 3.9233 -3.2465 -1.8386  -0.08
H: 0.4821 -3.4821 0.3114  0.10
H: 0.6100 -4.4146 2.6026  0.11
H: 2.2193 -3.4766 4.2270  0.11
H: 3.7059 -1.6184 3.5746  0.11
H: 3.5905 -0.6817 1.2917  0.11
H: 1.7384 1.1232 0.4862  0.08
H: 2.7147 3.3666 0.2140  0.10
H: 4.2367 3.8322 -1.6816  0.11
H: 4.7897 2.0449 -3.2937  0.11
H: 3.8241 -0.2082 -3.0266  0.10
H: 1.3822 -2.2725 -3.8741  0.11
H: 2.5932 -3.7769 -5.4307  0.11
H: 4.6367 -4.9414 -4.6769  0.11
H: 5.4814 -4.6142 -2.3792  0.11
H: 4.2898 -3.1076 -0.8282  0.11

Atomic forces in eV per Å
Pt -0.30 -0.34 0.34
O 0.13 0.05 0.17
C -0.02 0.30 -0.05
C 0.04 -0.50 0.15
C 0.11 0.03 0.20
C -0.05 -0.11 -0.05
C -0.07 -0.07 -0.09
C 0.07 0.10 0.09
C -0.19 0.16 -0.37
P 0.07 0.29 -0.26
C 0.00 0.16 0.02
C 0.03 -0.09 0.00
C -0.01 0.01 0.00
C -0.03 0.00 0.05
C 0.03 -0.06 0.01
C 0.06 0.00 -0.07
C 0.00 -0.03 0.03
C -0.06 0.03 -0.03
C 0.03 0.02 0.04
C 0.03 -0.03 -0.05
C 0.06 -0.02 -0.03
C -0.06 0.02 0.02
H 0.00 0.03 -0.01
H 0.00 -0.01 0.01
H -0.01 0.00 -0.01
H 0.01 0.00 0.01
H -0.03 0.10 -0.03
H 0.01 -0.01 -0.01
H 0.00 0.01 0.00
H 0.00 0.00 0.00
H 0.00 0.00 0.00
H -0.01 0.00 0.00
H 0.00 0.00 0.00
H 0.00 0.00 -0.01
H 0.00 0.00 0.00
H 0.00 -0.01 0.00
I -0.25 -0.01 0.10
C 0.18 0.22 -0.14
C -0.03 -0.02 0.07
C -0.03 -0.02 -0.03
C 0.01 0.03 -0.03
C 0.01 -0.09 0.06
N 0.26 -0.10 -0.27
H 0.01 0.01 -0.01
H 0.00 0.01 0.00
H 0.01 0.01 0.00
H 0.00 -0.01 -0.01
O 0.12 -0.03 0.21
As -0.15 0.03 -0.12
C 0.00 -0.02 0.12
C 0.08 -0.01 0.10
C 0.01 0.01 -0.02
C -0.02 0.00 -0.04
C -0.01 0.00 -0.02
C -0.04 -0.07 0.00
C 0.01 0.09 0.00
C 0.04 0.00 -0.05
C -0.03 -0.06 0.00
C 0.00 -0.02 -0.02
C -0.02 -0.01 0.00
C -0.02 0.09 0.06
C 0.04 -0.06 -0.02
C 0.04 -0.04 0.01
C 0.03 -0.02 0.02
C -0.03 0.02 0.01
C -0.02 0.00 -0.02
C -0.02 0.03 -0.06
H -0.01 0.00 0.00
H 0.01 0.00 0.00
H 0.00 0.00 0.00
H 0.00 0.00 0.01
H -0.01 0.01 0.00
H -0.01 -0.01 0.01
H -0.01 0.01 0.01
H 0.00 0.00 0.00
H 0.00 0.00 0.00
H 0.00 -0.02 -0.01
H -0.01 0.01 0.01
H 0.00 0.00 0.00
H 0.00 0.00 0.00
H 0.00 0.00 -0.01
H 0.00 0.01 0.01

Properties
- energy above the lowest of the compared OMol25 structures with the same formula, charge and spin (kcal/mol) = 16.9
- charge = +1

=====

Density functional theory data (ωB97M-V with the def2-TZVPD basis set) for a 2-piece molecular cluster, C4H10BBrO2 overall.

Last column: natural (NBO) charge in e.
Positions of all 18 atoms, in Å:
B: -1.1468 -2.0212 -1.8494  1.28
C: -1.1785 0.8394 0.9051  -0.61
C: 0.9228 -0.4234 1.6489  -0.64
C: 0.6690 0.6474 -0.6678  -0.44
C: 0.2701 0.7452 0.8132  -0.24
O: -1.3671 -1.2445 -2.8917  -0.94
O: -0.3546 -2.0147 -0.8916  -0.87
Br: 2.6230 0.4045 -1.0637  -0.08
H: -1.6402 -0.0847 0.7118  0.21
H: -1.3222 1.6495 0.1624  0.21
H: -1.5273 1.2548 1.9840  0.22
H: 0.7118 -0.5020 2.7620  0.22
H: 0.6117 -1.3408 1.1065  0.23
H: 1.9670 -0.1714 1.4318  0.22
H: 0.5283 1.4007 -1.4333  0.23
H: 0.7656 1.7178 1.0204  0.20
H: -0.7520 -0.4831 -3.0247  0.54
H: 0.2193 -0.3735 -0.7240  0.26

Atomic forces in eV per Å
B 3.48 2.88 1.07
C -1.03 3.46 2.09
C -0.19 0.90 -1.04
C 0.52 -2.94 0.40
C 3.48 1.43 1.25
O -1.36 0.04 -1.70
O -1.93 -2.62 0.00
Br -0.42 -0.04 0.37
H -0.93 -1.02 -0.50
H -1.44 -0.51 0.33
H 0.76 -1.06 -2.51
H 0.05 0.48 -1.53
H 0.47 0.23 0.70
H 0.14 -0.99 0.74
H -1.13 0.20 0.58
H -0.53 -0.30 1.18
H -0.55 -1.08 0.54
H 0.60 0.94 -1.97

Properties
- SMILES string = CC(C)CBr.O=BO
- energy above the lowest of the compared OMol25 structures with the same formula, charge and spin (kcal/mol) = 53.8
- charge = 0

=====

Density functional theory data (ωB97M-V with the def2-TZVPD basis set) for C18H24BiBrN3OS3 as an isolated structure.

Last column: natural (NBO) charge in e.
Positions of all 51 atoms, in Å:
Bi: 11.4960 11.5638 7.5317  1.50
N: 11.9149 12.3342 10.1846  -0.87
C: 12.4041 11.2578 11.0408  -0.22
C: 13.9214 11.0733 10.9248  -0.43
C: 14.4283 10.7426 9.5193  -0.43
C: 14.7929 11.9768 8.5791  -0.21
N: 13.8869 11.8913 7.3764  -0.88
H: 12.3766 13.2179 10.4145  0.38
H: 10.9117 12.5209 10.3779  0.39
H: 11.9026 10.3593 10.5782  0.18
H: 12.0834 11.2772 12.1381  0.21
H: 14.1792 10.2801 11.6623  0.23
H: 14.5248 11.9103 11.3449  0.22
H: 13.8663 9.9866 8.9353  0.21
H: 15.3746 10.2941 9.6249  0.23
H: 15.8119 11.9174 8.2269  0.21
H: 14.6125 12.9291 9.0720  0.21
H: 14.1370 10.9990 6.9040  0.40
H: 14.1114 12.6565 6.7277  0.42
S: 11.4326 15.0768 4.5979  0.12
C: 11.5363 13.8034 5.5648  -0.55
S: 11.7907 12.0920 5.0269  -0.24
S: 11.3400 14.0415 7.3749  -0.23
Br: 5.8108 8.9948 7.1692  0.10
C: 6.8749 10.4095 6.5148  -0.11
C: 6.2675 11.4039 5.7709  -0.16
C: 7.1282 12.4553 5.3673  -0.22
C: 8.4457 12.4481 5.8062  0.05
N: 8.9306 11.5467 6.5952  -0.48
C: 8.1400 10.5470 6.9769  -0.01
H: 5.2515 11.3002 5.4028  0.25
H: 6.7960 13.2743 4.7160  0.24
H: 9.1490 13.2461 5.4028  0.22
H: 8.6399 9.8561 7.5961  0.23
C: 11.5092 7.0252 9.4334  -0.72
C: 11.5573 7.9693 8.2158  0.59
O: 10.6332 8.7872 8.1401  -0.60
C: 12.7028 8.0349 7.2536  -0.13
C: 12.5333 8.7794 6.0768  -0.21
C: 13.5670 8.9725 5.1878  -0.22
C: 14.7594 8.3716 5.4927  -0.17
C: 14.9815 7.6473 6.6141  -0.22
C: 13.9614 7.4676 7.5230  -0.17
H: 10.6532 7.2719 10.0286  0.25
H: 12.3250 7.2111 10.0752  0.23
H: 11.6529 5.9491 9.2209  0.25
H: 11.5480 9.2173 5.7738  0.24
H: 13.4464 9.5475 4.3144  0.24
H: 15.5624 8.5027 4.7400  0.23
H: 15.9528 7.3476 6.8090  0.23
H: 14.1713 6.9459 8.4701  0.23

Atomic forces in eV per Å
Bi -0.33 0.18 -0.24
N -0.74 1.17 0.47
C -0.47 -1.26 0.32
C -0.04 -0.29 0.81
C 0.50 1.27 -0.79
C -2.00 -1.12 0.17
N 1.16 -0.42 0.08
H -0.05 -0.20 -0.13
H 0.79 -0.22 -0.09
H 0.60 0.36 0.78
H 0.37 0.34 -1.42
H -0.15 0.07 -0.76
H -0.68 -0.05 -0.45
H -0.25 0.47 0.47
H 1.22 -0.92 0.46
H 0.34 0.04 0.12
H 0.06 0.02 0.01
H -0.10 0.83 0.01
H -0.34 -0.40 0.09
S 0.09 -0.02 -0.27
C -0.03 -0.26 0.59
S -0.09 1.08 0.61
S 0.10 -0.32 -1.12
Br 0.05 -0.22 -0.08
C -1.80 -0.15 0.67
C 1.41 0.97 -1.18
C -1.08 -0.41 0.03
C 0.21 2.66 -2.09
N 1.00 -0.80 1.11
C 1.16 0.27 -0.24
H 0.12 0.17 0.23
H 0.04 -0.51 0.35
H -1.03 -1.07 0.78
H -0.02 -1.02 0.74
C 0.46 -0.37 -1.44
C -1.05 0.31 1.21
O 0.95 -0.72 -0.40
C -0.04 -0.16 0.11
C -1.51 0.54 -0.39
C -0.38 -0.69 1.17
C 1.57 0.88 -2.61
C -1.05 0.26 0.77
C -0.61 -0.06 0.80
H -0.74 -0.24 -0.09
H 1.38 0.58 0.71
H -0.58 0.50 -0.23
H 0.75 -0.64 0.68
H -0.18 0.52 -0.93
H -0.31 -0.16 0.73
H 1.63 -0.97 0.44
H -0.31 0.20 -0.55

Properties
- energy above the lowest of the compared OMol25 structures with the same formula, charge and spin (kcal/mol) = 0.0
- charge = +1

=====

Density functional theory data (ωB97M-V with the def2-TZVPD basis set) for an isolated molecule of C27H23NO4S.

Last column: natural (NBO) charge in e.
Positions of all 56 atoms, in Å:
C: 5.4515 -1.0523 3.6135  -0.19
C: 4.5621 -0.6880 4.6262  -0.24
C: 3.3251 -0.1196 4.3108  -0.12
C: 2.9868 0.0500 2.9691  -0.35
S: 1.3603 0.7044 2.5003  2.14
C: 0.2833 -0.6910 1.7917  -0.42
C: -1.1212 -0.5417 2.4108  -0.01
C: -1.8485 -1.7080 2.6998  -0.20
C: -3.1917 -1.6404 3.0368  -0.17
C: -3.8036 -0.3920 3.2218  0.01
N: -5.2131 -0.3040 3.3984  0.50
O: -5.7375 0.8175 3.5851  -0.37
O: -5.8784 -1.3654 3.3541  -0.38
C: -3.0241 0.7683 3.1512  -0.19
C: -1.7028 0.7003 2.7208  -0.14
O: 0.8007 1.1043 3.7662  -0.94
O: 1.5722 1.6453 1.4223  -0.94
C: 3.9161 -0.2003 1.9685  -0.19
C: 5.1301 -0.8055 2.2779  -0.21
H: 6.4025 -1.5286 3.8564  0.22
H: 4.8191 -0.8528 5.6676  0.22
H: 2.6161 0.1830 5.0801  0.24
H: 0.8153 -1.5250 2.2808  0.24
H: -1.3589 -2.6799 2.6049  0.23
H: -3.7922 -2.5354 3.1370  0.25
H: -3.4631 1.7250 3.4165  0.25
H: -1.1769 1.6515 2.6651  0.24
H: 3.6493 0.0282 0.9354  0.25
H: 5.8055 -1.0884 1.4755  0.22
C: 5.7979 -1.0853 -1.8512  -0.63
C: 4.3635 -1.1068 -1.3899  -0.02
C: 3.5157 -0.0179 -1.6522  -0.22
C: 2.2252 -0.0004 -1.1216  -0.20
C: 1.7667 -1.0385 -0.2978  0.04
C: 0.3489 -0.8909 0.2966  -0.34
C: -0.6334 -1.9743 -0.1669  0.08
C: -1.9712 -1.5809 -0.3348  -0.24
C: -2.9698 -2.5399 -0.4658  -0.20
C: -2.6290 -3.8938 -0.5022  -0.22
C: -1.2873 -4.2768 -0.5119  -0.21
C: -0.2826 -3.3046 -0.4177  -0.24
C: 2.5780 -2.1652 -0.1222  -0.17
C: 3.8442 -2.2199 -0.7173  -0.24
H: 6.2598 -2.0771 -1.7426  0.22
H: 5.8864 -0.7706 -2.9031  0.22
H: 6.3882 -0.3732 -1.2491  0.22
H: 3.8628 0.8093 -2.2842  0.22
H: 1.5567 0.8364 -1.3394  0.23
H: -0.0389 0.0392 -0.1417  0.23
H: -2.2193 -0.5161 -0.3016  0.22
H: -4.0136 -2.2111 -0.5300  0.22
H: -3.4155 -4.6507 -0.5727  0.22
H: -0.9976 -5.3168 -0.6194  0.22
H: 0.7575 -3.5937 -0.5387  0.22
H: 2.2257 -3.0122 0.4776  0.21
H: 4.4294 -3.1463 -0.6600  0.22

Atomic forces in eV per Å
C -0.08 -0.03 -0.13
C -0.15 0.17 -0.16
C -0.18 -0.29 -0.03
C -0.04 0.07 -0.30
S 0.87 -0.08 -0.39
C 0.72 -0.09 2.46
C 0.27 0.00 0.23
C 0.17 0.30 -0.15
C -0.39 0.29 0.17
C 2.10 -0.14 -0.55
N -3.27 0.05 0.72
O 1.20 -2.04 -0.39
O 1.30 1.92 0.04
C -0.37 -0.19 -0.05
C -0.41 -0.14 -0.16
O -0.18 0.09 -0.10
O -0.29 -0.04 0.29
C -0.21 -0.30 -0.44
C -0.10 0.21 0.31
H -0.28 0.14 0.01
H 0.01 0.05 -0.13
H 0.18 -0.19 -0.15
H -0.48 -0.14 -0.05
H -0.25 0.26 -0.15
H 0.09 0.04 0.03
H 0.00 -0.16 -0.19
H 0.02 -0.45 -0.22
H 0.22 -0.06 0.38
H -0.02 0.12 0.15
C 0.24 -0.04 -0.15
C -0.23 -0.15 -0.28
C -0.19 -0.21 0.25
C 0.18 -0.10 -0.15
C -0.43 0.04 0.03
C 0.27 0.52 -1.80
C -0.07 0.27 -0.35
C 0.17 -0.36 0.32
C -0.04 0.14 -0.20
C -0.14 -0.15 -0.04
C 0.05 0.56 -0.24
C -0.48 -0.10 0.41
C 0.06 0.09 -0.08
C -0.14 0.17 0.16
H -0.11 0.30 -0.07
H -0.04 -0.11 0.34
H -0.21 -0.24 -0.19
H -0.10 -0.32 0.37
H 0.29 -0.21 0.16
H 0.10 -0.06 0.08
H 0.00 -0.36 0.13
H 0.41 -0.27 -0.01
H 0.29 0.26 0.04
H -0.14 0.07 -0.05
H -0.40 -0.02 0.24
H 0.32 0.44 -0.18
H -0.11 0.50 0.19

Properties
- SMILES string = Cc1ccc([C@@H](c2ccccc2)[C@H](c2ccc([N+](=O)[O-])cc2)S(=O)(=O)c2ccccc2)cc1
- energy above the lowest of the compared OMol25 structures with the same formula, charge and spin (kcal/mol) = 0.0
- charge = 0

=====

E_LUMO values (in eV) by entry order: -2.5, -1.0, -3.2, -0.9.
E values (in hartree) by entry order: -4819.49424, -2907.73783, -4922.78853, -1796.45607.
Molecular weight values (in g mol⁻¹) by entry order: 1011.6, 180.8, 683.5, 457.6.